Entry 1:
{"formula": "C13H5BCl2F3N2O3", "method": "the ωB97M-V functional and the def2-TZVPD basis", "symbols": ["Cl", "Cl", "F", "F", "F", "O", "O", "O", "N", "N", "C", "C", "C", "C", "C", "C", "C", "C", "C", "C", "C", "C", "C", "B", "H", "H", "H", "H", "H"], "xyz": [[-0.856, -3.513, 3.426], [-3.301, -3.705, 1.395], [1.043, -0.294, -1.740], [1.898, 0.045, 0.426], [3.279, -0.829, -1.264], [1.738, -3.680, 1.997], [-2.378, -3.924, -1.409], [1.893, 2.493, -1.206], [3.352, -4.011, -0.987], [0.259, -4.084, -3.589], [3.925, 1.891, -1.907], [-1.479, -3.726, -0.605], [3.798, 3.303, -2.050], [2.534, 3.621, -1.604], [-0.642, -3.474, 1.739], [-0.078, -3.608, -1.062], [0.966, -3.397, -0.205], [0.130, -3.841, -2.451], [2.731, 1.421, -1.384], [1.861, 4.907, -1.515], [-1.686, -3.628, 0.872], [2.293, -3.667, -0.644], [0.770, -3.500, 1.262], [2.161, -0.060, -0.939], [4.809, 1.322, -2.170], [4.534, 4.006, -2.426], [0.951, 4.935, -2.130], [2.544, 5.678, -1.888], [1.600, 5.162, -0.478]], "lowdin_charge": [0.7693, 0.7634, 0.1026, 0.1034, 0.0924, 0.1289, 0.1181, 0.0578, 0.2355, 0.2134, -0.0554, -0.3437, -0.0631, -0.3811, -0.5886, -0.0677, -0.0482, -0.1314, -0.1010, -0.0535, -0.5968, -0.1424, -0.3292, -1.1009, 0.0949, 0.0909, 0.0784, 0.0759, 0.0782], "lumo_energy_ev": -0.668, "de_lowest_kj_mol": 0.00, "molar_mass_g_mol": 375.91, "e_homo_ev": -4.19, "charge": -1, "total_energy_ev": -56562.399}


Entry 2:
{"formula": "C13H5BaCl4NO6", "method": "the ωB97M-V functional and the def2-TZVPD basis", "symbols": ["Ba", "Cl", "Cl", "Cl", "Cl", "O", "O", "O", "O", "O", "O", "N", "C", "C", "C", "C", "C", "C", "C", "C", "C", "C", "C", "C", "C", "H", "H", "H", "H", "H"], "xyz": [[-0.184, 0.205, 0.518], [-4.598, 1.095, 6.209], [0.277, 3.129, 4.954], [-4.563, -0.513, 3.494], [-2.164, 2.927, 6.943], [-2.116, -0.069, 1.902], [-1.252, -1.613, -1.498], [2.407, 1.041, -0.556], [-1.371, -2.809, -3.381], [-0.054, 1.484, 2.527], [4.176, 1.287, -1.831], [1.190, -0.657, -2.230], [2.978, 0.758, -1.572], [-2.170, 2.034, 5.461], [-3.235, 0.510, 3.934], [-2.166, 0.587, 3.043], [0.566, -1.500, -3.043], [2.993, -0.556, -3.780], [-0.770, -1.965, -2.544], [1.098, -1.922, -4.254], [-1.087, 2.127, 4.582], [2.380, -0.192, -2.587], [2.339, -1.438, -4.627], [-1.055, 1.424, 3.379], [-3.247, 1.224, 5.136], [2.793, -1.738, -5.561], [4.545, 0.992, -2.674], [3.964, -0.181, -4.078], [-2.224, -3.059, -2.986], [0.548, -2.611, -4.879]], "lowdin_charge": [2.0472, 0.6280, 0.6607, 0.6564, 0.6288, -0.4586, 0.0131, 0.0214, 0.1457, -0.4597, 0.1624, 0.1397, -0.4535, -0.7258, -0.6251, -0.4580, -0.1649, 0.0229, -0.4626, 0.0364, -0.6254, -0.1624, -0.0095, -0.4579, -0.7260, 0.1237, 0.1036, 0.1185, 0.1527, 0.1283], "lumo_energy_ev": -2.020, "de_lowest_kj_mol": 29.17, "molar_mass_g_mol": 550.32, "e_homo_ev": -5.91, "total_energy_ev": -78123.222}


Entry 3:
{"formula": "C13H5Cl3CrO8", "method": "the ωB97M-V functional and the def2-TZVPD basis", "symbols": ["Cr", "Cl", "Cl", "Cl", "O", "O", "O", "O", "O", "O", "O", "O", "C", "C", "C", "C", "C", "C", "C", "C", "C", "C", "C", "C", "C", "H", "H", "H", "H", "H"], "xyz": [[-0.009, -0.285, -1.064], [1.820, 2.007, -6.066], [0.983, 3.783, -3.886], [0.292, 1.005, -3.770], [4.278, -1.262, 3.392], [1.367, -1.707, -0.184], [-4.687, -2.587, 2.222], [-1.563, 0.862, -0.387], [1.678, 1.043, -0.771], [-1.636, -1.597, -1.204], [4.534, 1.355, 2.931], [-4.949, 0.137, 2.697], [-2.494, 0.150, 0.111], [-4.069, -1.775, 1.529], [3.750, -0.838, 2.365], [3.115, 1.288, 1.020], [2.887, -1.591, 1.525], [-3.383, 0.614, 1.101], [3.874, 0.717, 2.141], [-2.468, -1.352, -0.273], [2.210, -0.973, 0.492], [-3.259, -2.225, 0.463], [2.340, 0.499, 0.219], [0.602, 2.349, -4.866], [-4.170, -0.264, 1.803], [-3.480, 1.683, 1.224], [-0.327, 2.563, -5.378], [2.880, -2.669, 1.574], [-3.207, -3.280, 0.228], [3.091, 2.350, 0.815]], "lowdin_spin": [3.8010, 0.0033, 0.0005, 0.0392, 0.0057, 0.0181, 0.0031, 0.0214, 0.0162, 0.0241, 0.0019, 0.0115, 0.0048, 0.0009, 0.0020, 0.0017, 0.0043, 0.0058, 0.0007, 0.0049, 0.0044, 0.0018, 0.0046, 0.0135, 0.0032, 0.0004, 0.0005, 0.0003, 0.0001, 0.0001], "lumo_energy_ev": [3.561, 3.557], "de_lowest_kj_mol": 0.00, "molar_mass_g_mol": 447.53, "e_homo_ev": [-2.25, -2.30], "s_squared": 6.013, "charge": -2, "multiplicity": 5, "total_energy_ev": -95932.907}


Entry 4:
{"formula": "C13H6F2N2PtSSe", "method": "the ωB97M-V functional and the def2-TZVPD basis", "symbols": ["Pt", "Se", "S", "F", "F", "N", "N", "C", "C", "C", "C", "C", "C", "C", "C", "C", "C", "C", "C", "C", "H", "H", "H", "H", "H", "H"], "xyz": [[-0.293, -0.012, -0.096], [0.374, 4.659, 0.958], [-2.134, -2.438, -1.779], [4.216, -1.882, 2.228], [0.289, -2.526, 4.705], [1.843, 0.020, -0.834], [-0.217, 1.829, 0.754], [2.867, -1.701, 2.310], [2.270, 0.685, -1.902], [2.159, -1.057, 1.271], [0.129, -1.471, 2.576], [-1.260, -1.271, -1.190], [2.270, -2.191, 3.449], [4.113, -0.281, -0.135], [3.600, 0.877, -2.176], [4.548, 0.356, -1.266], [0.746, -0.985, 1.449], [0.035, 2.969, 0.850], [0.897, -2.061, 3.577], [2.736, -0.461, 0.103], [5.606, 0.470, -1.461], [2.851, -2.666, 4.225], [-0.942, -1.406, 2.717], [3.914, 1.402, -3.065], [1.505, 1.067, -2.573], [4.826, -0.651, 0.585]], "lowdin_spin": [0.8007, 0.0571, 0.2165, 0.0181, 0.0272, 0.3986, 0.0677, 0.0740, 0.0625, 0.0570, 0.0286, 0.3117, -0.0147, 0.0204, 0.1095, 0.1378, 0.2693, 0.0344, 0.1003, 0.1988, 0.0094, -0.0032, 0.0057, 0.0076, 0.0065, -0.0017], "lumo_energy_ev": [2.334, 1.022], "de_lowest_kj_mol": 127.63, "molar_mass_g_mol": 534.31, "e_homo_ev": [-1.74, -5.07], "s_squared": 3.801, "charge": -1, "multiplicity": 4, "total_energy_ev": -101419.764}


Entry 5:
{"formula": "C13H6N5Se3Te2W", "method": "the ωB97M-V functional and the def2-TZVPD basis", "symbols": ["W", "Te", "Te", "Se", "Se", "Se", "N", "N", "N", "N", "N", "C", "C", "C", "C", "C", "C", "C", "C", "C", "C", "C", "C", "C", "H", "H", "H", "H", "H", "H"], "xyz": [[-1.734, -1.733, 0.232], [-5.442, -3.562, -0.668], [-3.564, -5.441, -0.667], [3.780, 3.778, -0.303], [-1.520, -4.044, -0.073], [-4.045, -1.519, -0.075], [0.442, -1.441, -0.143], [-1.441, 0.442, -0.145], [1.999, 3.835, -0.269], [3.836, 1.998, -0.267], [-1.387, -1.384, 3.391], [-2.414, 1.358, -0.145], [1.357, -2.414, -0.142], [-2.160, 2.725, -0.169], [3.164, -0.859, -0.199], [0.875, -0.158, -0.180], [2.222, 0.174, -0.209], [1.584, 2.597, -0.243], [0.175, 2.222, -0.211], [-0.158, 0.875, -0.180], [-0.858, 3.164, -0.202], [2.597, 1.583, -0.242], [-1.619, -1.617, 2.283], [2.724, -2.161, -0.165], [3.413, -2.993, -0.157], [0.986, -3.428, -0.122], [-0.614, 4.218, -0.224], [-3.428, 0.988, -0.126], [4.218, -0.615, -0.220], [-2.991, 3.414, -0.162]], "lowdin_charge": [0.6409, 0.2575, 0.2575, 1.2041, 0.0397, 0.0397, -0.0502, -0.0502, -0.2056, -0.2056, 0.0562, -0.1057, -0.1057, 0.0071, 0.0553, -0.1298, -0.0621, -0.3374, -0.0621, -0.1298, 0.0553, -0.3374, -0.4440, 0.0071, 0.1271, 0.0413, 0.1342, 0.0413, 0.1342, 0.1271], "lumo_energy_ev": [-5.228, -5.228], "de_lowest_kj_mol": 0.00, "molar_mass_g_mol": 908.15, "e_homo_ev": [-10.22, -10.22], "charge": 1, "total_energy_ev": -233474.690}


Entry 6:
{"formula": "C13H7BrCl2F6KNO2", "method": "the ωB97M-V functional and the def2-TZVPD basis", "symbols": ["Br", "K", "Cl", "Cl", "F", "F", "F", "F", "F", "F", "O", "O", "N", "C", "C", "C", "C", "C", "C", "C", "C", "C", "C", "C", "C", "C", "H", "H", "H", "H", "H", "H", "H"], "xyz": [[0.308, 3.764, -2.972], [-0.856, 1.284, -1.346], [0.910, 0.432, 3.719], [6.040, -0.193, 2.224], [-5.816, 0.313, -1.587], [-4.838, -2.504, 0.227], [-2.921, -2.598, -0.761], [-4.931, 1.674, -0.166], [-4.695, -2.132, -1.894], [-6.004, -0.067, 0.529], [0.391, 0.519, 0.727], [-3.007, 0.088, -1.430], [2.212, 0.318, -1.224], [4.480, 0.102, -1.961], [3.098, 0.258, -2.182], [4.361, 0.024, 1.762], [1.575, 0.374, 1.082], [4.933, 0.009, -0.677], [2.642, 0.250, 0.058], [2.055, 0.305, 2.408], [-3.795, -0.400, -0.463], [-4.065, -1.897, -0.728], [3.400, 0.132, 2.727], [-3.122, -0.265, 0.914], [4.003, 0.089, 0.387], [-5.130, 0.372, -0.432], [5.158, 0.063, -2.805], [3.685, 0.083, 3.771], [5.983, -0.113, -0.448], [2.725, 0.353, -3.197], [-3.707, -0.639, 1.761], [-2.165, -0.782, 0.890], [-2.907, 0.789, 1.086]], "lowdin_charge": [-0.6818, 0.6186, 0.6129, 0.5896, 0.1311, 0.0931, 0.1365, 0.1330, 0.1278, 0.0932, -0.1640, -0.2951, 0.1238, -0.0762, -0.1500, -0.6398, -0.4429, -0.0573, -0.1316, -0.6049, -0.5645, -0.5441, -0.1751, -0.0035, -0.1941, -0.5435, 0.0891, 0.0899, 0.0724, 0.1025, 0.0825, 0.0844, 0.0880], "lumo_energy_ev": 4.210, "molar_mass_g_mol": 513.10, "e_homo_ev": -2.00, "charge": -2, "total_energy_ev": -146903.013}


> Number 1 is which compound?

C13H5BCl2F3N2O3